{"formula": "C60H75F2N4S", "method": "wB97M-V/def2-TZVPD", "homo_lumo_gap_ev": 6.4461, "charge": 1, "e_homo_ev": -10.397, "multiplicity": 1, "symbols": ["C", "C", "C", "C", "C", "C", "N", "C", "C", "C", "C", "N", "C", "C", "C", "F", "C", "C", "C", "C", "F", "N", "N", "C", "S", "H", "H", "H", "H", "H", "H", "H", "H", "H", "H", "H", "H", "H", "H", "H", "H", "H", "H", "H", "H", "H", "H", "H", "H", "H", "H", "H", "H", "H", "H", "H", "H", "H", "C", "C", "C", "C", "C", "C", "H", "H", "H", "H", "H", "H", "C", "C", "C", "C", "C", "C", "H", "H", "H", "H", "H", "H", "C", "C", "C", "C", "C", "C", "H", "H", "H", "H", "H", "H", "C", "C", "C", "C", "C", "C", "H", "H", "H", "H", "H", "H", "C", "C", "C", "C", "C", "C", "H", "H", "H", "H", "H", "H", "C", "C", "C", "C", "C", "C", "H", "H", "H", "H", "H", "H", "C", "C", "C", "C", "C", "C", "H", "H", "H", "H", "H", "H"], "coordinates": [[6.486, -2.515, 2.030], [6.784, -0.997, 2.045], [5.506, -0.135, 2.274], [5.307, 0.902, 1.138], [6.113, 2.164, 1.482], [3.854, 1.234, 0.728], [3.919, 2.119, -0.422], [3.777, 1.701, -1.628], [4.641, 0.669, -2.304], [2.716, 2.338, -2.498], [2.972, 0.019, 0.531], [1.603, 0.348, 0.154], [0.823, -0.827, -0.230], [0.090, -1.533, 0.911], [-0.336, -2.933, 0.433], [0.863, -1.673, 2.054], [0.936, 1.201, 1.127], [1.755, 2.476, 1.296], [1.041, 3.347, 2.364], [0.239, 4.467, 1.705], [-0.992, 3.991, 1.288], [3.145, 2.121, 1.756], [3.012, 1.475, 3.038], [3.638, 1.970, 3.985], [4.413, 2.663, 5.118], [7.136, -3.054, 2.717], [6.639, -2.945, 1.041], [5.462, -2.754, 2.320], [7.230, -0.753, 1.080], [7.502, -0.806, 2.837], [4.680, -0.825, 2.409], [5.698, 0.422, 3.192], [5.805, 0.494, 0.260], [6.220, 2.777, 0.585], [5.631, 2.790, 2.236], [7.105, 1.887, 1.828], [5.601, 1.114, -2.570], [4.179, 0.384, -3.249], [4.767, -0.256, -1.743], [3.102, 3.254, -2.953], [1.910, 2.649, -1.839], [2.336, 1.645, -3.241], [3.391, -0.698, -0.170], [2.934, -0.521, 1.487], [0.104, -0.544, -1.002], [1.487, -1.564, -0.688], [-0.844, -1.002, 1.097], [0.105, -3.189, -0.531], [-1.415, -3.024, 0.346], [0.052, -3.655, 1.151], [0.779, 0.738, 2.107], [-0.010, 1.522, 0.686], [1.774, 3.072, 0.394], [1.779, 3.852, 2.993], [0.362, 2.745, 2.964], [0.794, 4.895, 0.869], [0.073, 5.233, 2.462], [3.656, 3.000, 1.882], [-1.111, -5.396, -2.808], [-1.836, -4.215, -2.880], [-3.188, -4.245, -3.187], [-3.821, -5.459, -3.413], [-3.098, -6.642, -3.339], [-1.742, -6.611, -3.041], [-0.054, -5.373, -2.570], [-1.349, -3.265, -2.697], [-3.747, -3.320, -3.247], [-4.878, -5.483, -3.648], [-3.591, -7.590, -3.514], [-1.178, -7.533, -2.988], [10.710, 1.510, -3.404], [9.725, 1.883, -2.501], [8.714, 0.992, -2.172], [8.691, -0.275, -2.739], [9.678, -0.650, -3.640], [10.685, 0.244, -3.974], [11.498, 2.204, -3.663], [9.746, 2.869, -2.054], [7.941, 1.286, -1.471], [7.903, -0.973, -2.479], [9.662, -1.638, -4.081], [11.453, -0.045, -4.680], [1.120, 7.658, 4.661], [0.397, 8.794, 4.992], [0.356, 9.870, 4.117], [1.032, 9.808, 2.906], [1.753, 8.670, 2.572], [1.800, 7.598, 3.452], [1.154, 6.819, 5.346], [-0.135, 8.842, 5.934], [-0.203, 10.759, 4.378], [0.996, 10.646, 2.222], [2.278, 8.621, 1.626], [2.369, 6.711, 3.194], [-3.971, 3.795, 0.832], [-4.561, 4.875, 0.188], [-5.937, 4.909, 0.003], [-6.726, 3.867, 0.469], [-6.139, 2.789, 1.115], [-4.763, 2.751, 1.292], [-2.902, 3.770, 0.971], [-3.948, 5.692, -0.170], [-6.394, 5.749, -0.504], [-7.799, 3.897, 0.329], [-6.755, 1.976, 1.481], [-4.308, 1.906, 1.791], [-8.152, -10.234, -4.808], [-7.190, -9.475, -5.460], [-6.558, -8.435, -4.793], [-6.882, -8.159, -3.472], [-7.841, -8.920, -2.818], [-8.479, -9.954, -3.488], [-8.648, -11.043, -5.328], [-6.934, -9.694, -6.488], [-5.812, -7.839, -5.305], [-6.385, -7.350, -2.951], [-8.092, -8.705, -1.788], [-9.231, -10.545, -2.980], [-6.325, -1.406, -1.136], [-6.325, -2.335, -2.168], [-6.841, -1.993, -3.411], [-7.350, -0.719, -3.624], [-7.346, 0.210, -2.593], [-6.837, -0.134, -1.348], [-5.925, -1.674, -0.166], [-5.923, -3.326, -2.002], [-6.846, -2.720, -4.214], [-7.749, -0.451, -4.594], [-7.741, 1.204, -2.760], [-6.839, 0.590, -0.545], [-2.209, -0.978, 3.575], [-2.634, -2.046, 4.353], [-3.892, -2.018, 4.939], [-4.726, -0.925, 4.740], [-4.302, 0.141, 3.960], [-3.041, 0.115, 3.381], [-1.228, -0.997, 3.124], [-1.985, -2.900, 4.503], [-4.223, -2.847, 5.551], [-5.708, -0.905, 5.195], [-4.953, 0.993, 3.806], [-2.704, 0.949, 2.776]], "atomic_forces_ev_per_a": [[0.10, -0.06, -0.02], [-0.64, -0.54, -0.02], [1.04, 0.06, -0.23], [0.08, -0.31, 1.50], [-0.33, 0.10, -0.74], [2.57, 0.33, -1.65], [-2.41, -0.66, 0.27], [0.29, 0.31, -0.11], [-0.83, -0.59, -0.37], [0.60, 0.83, 0.48], [-0.90, -0.57, 1.26], [0.15, -0.02, -0.53], [0.61, 0.05, 0.51], [-1.11, -1.04, -1.72], [0.29, 0.12, 0.12], [0.17, 0.49, 0.06], [0.83, 0.25, -1.03], [-1.84, 0.09, 1.31], [0.46, 0.38, -0.89], [0.33, -0.10, 0.98], [0.42, -0.02, -0.27], [-0.51, 0.24, 0.43], [0.59, 0.07, 0.54], [-0.24, 0.19, -0.88], [-0.11, -0.25, 0.19], [0.05, -0.03, -0.03], [0.01, -0.01, -0.03], [-0.03, 0.10, 0.06], [0.24, 0.25, 0.13], [0.16, 0.19, -0.13], [-0.23, 0.23, 0.08], [-0.48, -0.10, 0.19], [-0.48, -0.11, -0.31], [0.10, 0.11, 0.05], [0.17, -0.09, 0.24], [0.02, 0.02, 0.11], [0.12, 0.01, 0.30], [0.04, -0.04, -0.04], [0.34, 0.15, 0.20], [-0.03, -0.14, -0.35], [-0.12, -0.04, -0.04], [0.14, 0.05, -0.16], [0.21, 0.32, -0.23], [0.25, 0.03, 0.02], [-0.22, -0.07, 0.14], [0.20, 0.17, -0.08], [0.30, 0.35, 0.77], [-0.02, 0.03, -0.05], [-0.03, -0.11, 0.09], [-0.22, -0.10, 0.07], [-0.08, -0.09, -0.03], [-0.18, -0.07, 0.25], [0.74, -0.36, -0.28], [-0.07, -0.12, 0.22], [0.16, 0.02, 0.30], [-0.25, 0.08, -0.18], [-0.22, 0.19, -0.18], [0.23, -0.12, -0.39], [-0.01, 0.00, 0.01], [0.05, 0.01, 0.02], [-0.05, 0.08, 0.00], [0.02, -0.04, 0.01], [-0.02, -0.02, -0.01], [0.00, 0.01, 0.02], [0.00, -0.01, -0.01], [0.01, 0.00, -0.03], [-0.01, -0.01, -0.01], [0.00, 0.00, -0.02], [0.00, 0.00, 0.00], [-0.01, 0.00, 0.00], [0.00, -0.01, -0.01], [-0.02, 0.04, 0.01], [-0.03, -0.02, 0.01], [-0.04, 0.02, 0.02], [0.00, -0.02, -0.02], [0.00, 0.01, 0.01], [0.00, 0.00, 0.00], [0.00, 0.00, -0.01], [0.02, 0.01, 0.03], [0.01, -0.01, 0.00], [0.00, 0.00, 0.00], [0.00, 0.00, 0.01], [0.00, -0.05, -0.02], [-0.01, 0.01, 0.02], [0.00, -0.01, -0.01], [-0.01, 0.01, 0.01], [0.01, -0.03, -0.04], [-0.04, -0.03, -0.01], [0.00, 0.01, 0.02], [0.01, 0.00, 0.00], [-0.01, 0.00, 0.00], [0.01, 0.00, 0.00], [0.01, 0.02, 0.01], [0.04, 0.02, 0.01], [-0.17, -0.04, -0.04], [0.00, -0.01, -0.01], [0.01, 0.01, 0.00], [-0.02, 0.00, -0.01], [0.01, -0.01, 0.02], [-0.01, 0.04, -0.02], [-0.22, -0.02, -0.02], [0.00, 0.00, -0.01], [0.00, 0.00, 0.01], [0.00, 0.00, 0.00], [0.00, 0.00, 0.02], [-0.04, 0.02, -0.06], [0.00, 0.00, 0.01], [0.00, 0.00, -0.02], [0.02, 0.01, 0.02], [0.02, 0.02, -0.02], [-0.01, 0.01, 0.02], [0.01, -0.01, -0.01], [0.00, 0.00, 0.00], [-0.01, 0.01, 0.00], [0.00, -0.01, 0.00], [-0.01, -0.01, 0.02], [-0.01, 0.00, 0.00], [0.00, 0.00, 0.00], [0.02, 0.01, 0.00], [0.02, -0.04, 0.01], [0.02, 0.00, -0.01], [0.01, 0.00, -0.01], [0.00, 0.01, 0.00], [0.01, -0.01, 0.00], [-0.01, -0.01, 0.00], [-0.03, -0.01, 0.01], [0.00, 0.00, 0.00], [-0.01, 0.00, 0.00], [0.00, 0.00, 0.01], [0.02, 0.02, -0.02], [-0.03, 0.02, 0.05], [0.00, -0.02, 0.00], [-0.02, 0.01, -0.02], [0.02, -0.02, 0.00], [-0.03, 0.02, 0.00], [0.01, -0.01, 0.00], [0.06, -0.02, 0.11], [0.00, 0.01, 0.01], [-0.01, 0.00, -0.01], [0.00, 0.00, 0.00], [0.00, 0.00, 0.03], [0.02, 0.00, 0.02]], "lowdin_charge": [-0.091, -0.215, -0.164, -0.277, -0.034, -0.346, 0.135, -0.333, -0.004, -0.007, -0.099, -0.114, -0.122, -0.379, -0.012, -0.011, -0.123, -0.206, -0.098, -0.175, -0.050, 0.034, 0.112, -0.729, 0.916, 0.071, 0.068, 0.064, 0.095, 0.104, 0.088, 0.089, 0.119, 0.084, 0.053, 0.097, 0.091, 0.083, 0.076, 0.099, 0.065, 0.086, 0.133, 0.117, 0.140, 0.121, 0.118, 0.061, 0.085, 0.091, 0.123, 0.149, 0.132, 0.113, 0.129, 0.127, 0.116, 0.170, -0.101, -0.108, -0.094, -0.091, -0.086, -0.089, 0.097, 0.089, 0.090, 0.091, 0.097, 0.103, -0.087, -0.095, -0.114, -0.105, -0.091, -0.085, 0.105, 0.101, 0.079, 0.094, 0.104, 0.105, -0.103, -0.088, -0.084, -0.087, -0.098, -0.124, 0.098, 0.105, 0.106, 0.105, 0.100, 0.085, -0.084, -0.088, -0.091, -0.091, -0.106, -0.085, 0.066, 0.101, 0.102, 0.104, 0.099, 0.060, -0.094, -0.095, -0.102, -0.103, -0.095, -0.094, 0.102, 0.101, 0.096, 0.086, 0.101, 0.101, -0.092, -0.108, -0.096, -0.093, -0.090, -0.089, 0.100, 0.090, 0.101, 0.102, 0.102, 0.078, -0.097, -0.084, -0.086, -0.082, -0.091, -0.100, 0.068, 0.104, 0.105, 0.105, 0.096, 0.084]}